(1)
The following is a DFT calculation (ωB97M-V/def2-TZVPD) of the ion C4H10NO with charge +1.

Element x y z (Å)
1 C 0.62 -0.30 0.32
2 C -0.66 0.25 -0.17
3 C 2.02 0.33 0.35
4 C -1.89 -0.37 0.46
5 N -0.02 -0.66 -1.10
6 O -0.74 1.53 -0.53
7 H 0.32 -1.17 0.82
8 H 2.24 0.77 1.31
9 H 2.15 1.13 -0.38
10 H 2.82 -0.44 0.15
11 H -2.82 0.10 0.12
12 H -1.77 -0.20 1.57
13 H -2.00 -1.40 0.21
14 H 0.51 -0.11 -1.91
15 H -0.25 -1.59 -1.39
16 H -0.53 2.12 0.18

As for the HOMO-LUMO gap: 12.52 eV. The calculation puts the total energy at -7839.6173 eV. The total charge is +1. The SMILES is C[C@@H]1[NH2+][C@]1(C)O. The calculation puts the LUMO energy at -0.119 Eh.



(2)
The following is a DFT calculation (ωB97M-V/def2-TZVPD) of a structure of composition C6H12CuO10.

Element x y z (Å)
1 Cu 0.05 -1.58 -0.28
2 C -0.22 -3.41 -3.08
3 O 0.40 -3.65 -4.23
4 O 0.52 -3.10 -2.01
5 O -1.52 -3.52 -3.02
6 C -2.72 -1.66 1.51
7 O -1.77 -2.15 0.77
8 O -3.85 -2.24 1.63
9 O -2.46 -0.56 2.21
10 C -0.09 1.43 3.44
11 C 0.43 0.96 2.08
12 O 0.15 -0.43 1.84
13 O -1.47 1.71 3.48
14 H 0.37 2.42 3.63
15 H 0.22 0.75 4.24
16 H 1.48 1.27 1.97
17 H -0.02 1.46 1.20
18 H -0.62 -0.74 2.37
19 H -2.00 0.98 3.00
20 C 1.60 1.94 -2.06
21 C 1.17 0.51 -2.28
22 O 1.70 -0.34 -1.25
23 O 0.81 2.88 -2.77
24 H 2.68 2.16 -2.03
25 H 1.41 2.17 -1.00
26 H 1.23 0.14 -3.30
27 H 0.10 0.41 -2.08
28 H 2.46 -0.81 -1.61
29 H -0.05 2.99 -2.37

As for the HOMO-LUMO gap: 2.88 eV. The calculation puts the total energy at -71525.1357 eV. The total charge is -3. The calculation puts the LUMO energy at 0.236 Eh.



(3)
The following is a DFT calculation (ωB97M-V/def2-TZVPD) of a cluster of 6 separate species, C18H22Cl4N4O2 in total.

Element x y z (Å)
1 N -2.69 -5.14 -6.85
2 C -2.78 -4.37 -7.96
3 C -2.01 -3.19 -8.19
4 C -1.24 -2.69 -7.11
5 C -1.25 -3.39 -5.91
6 C -1.89 -4.62 -5.87
7 H -3.36 -4.68 -8.82
8 H -1.92 -2.81 -9.20
9 H -0.75 -1.73 -7.12
10 H -0.76 -3.01 -5.03
11 H -1.77 -5.15 -4.93
12 N -3.12 1.99 -1.39
13 C -4.03 1.53 -0.47
14 C -5.39 1.53 -0.69
15 C -5.85 1.97 -1.95
16 C -4.92 2.24 -2.93
17 C -3.59 2.46 -2.58
18 H -3.63 1.13 0.44
19 H -6.11 1.14 0.01
20 H -6.89 1.96 -2.22
21 H -5.20 2.63 -3.90
22 H -2.90 2.66 -3.39
23 N 1.90 6.46 0.56
24 C 0.97 5.54 0.77
25 C 0.85 4.85 1.96
26 C 1.73 5.18 3.04
27 C 2.78 6.07 2.81
28 C 2.81 6.67 1.55
29 H 0.38 5.36 -0.12
30 H 0.00 4.24 2.22
31 H 1.59 4.67 3.98
32 H 3.46 6.31 3.62
33 H 3.40 7.54 1.30
34 C 2.37 -5.96 5.87
35 N 3.81 -5.72 5.76
36 O 4.17 -4.60 5.30
37 O 4.50 -6.46 6.40
38 H 1.91 -5.89 4.88
39 H 1.93 -5.20 6.52
40 H 2.27 -6.94 6.32
41 C 5.62 0.68 5.17
42 Cl 7.18 0.62 6.18
43 Cl 4.36 1.07 6.34
44 H 5.74 1.45 4.41
45 H 5.33 -0.32 4.85
46 C 0.51 -1.14 1.17
47 Cl 2.23 -1.36 1.22
48 Cl -0.32 -2.28 2.26
49 H 0.37 -0.13 1.57
50 H 0.18 -1.17 0.13

As for the HOMO-LUMO gap: 9.61 eV. The calculation puts the total energy at -79162.5985 eV. The total charge is 0. The SMILES is C[N+](=O)[O-].c1ccncc1.c1ccncc1.c1ccncc1.ClCCl.ClCCl. The calculation puts the LUMO energy at -0.004 Eh.



> Look up the total charge of the first one.

+1